DFT (ωB97M-V/def2-TZVPD) results for a cluster of 9 separate species, C21H40BBr16F5 in total at a distorted geometry.

```
! wB97M-V def2-TZVPD RIJCOSX def2/J DEFGRID3
* xyz 0 1
C 2.77623 -0.93913 -1.54218
C 1.66121 -1.79054 -2.18325
C 0.30287 -1.23654 -1.76370
F 0.08849 -1.62536 -0.42864
B -0.87396 -1.58284 -2.71139
C -2.32896 -2.06243 -2.23430
F -3.09569 -2.41649 -3.30863
F -2.94134 -0.96792 -1.65518
C -2.33804 -3.23147 -1.21152
F -2.41562 -2.71989 0.04576
F -3.44362 -4.00997 -1.39831
H 3.05390 -0.11571 -2.19578
H 3.63937 -1.54245 -1.29204
H 2.39716 -0.47923 -0.63229
H 1.79619 -2.81242 -1.83802
H 1.80444 -1.72864 -3.25749
H 0.39496 -0.14387 -1.78758
H -0.71149 -1.45512 -3.87735
H -1.45416 -3.86546 -1.28500
Br -6.74195 2.97756 -4.10686
C -5.14019 2.96898 -3.00348
C -5.24180 3.94736 -1.86470
Br -4.98362 5.78371 -2.46627
H -4.30403 3.17758 -3.66287
H -5.05904 1.95191 -2.62328
H -4.45102 3.77015 -1.14492
H -6.20306 3.91136 -1.36962
Br 0.23423 2.99070 -0.00603
C 0.39537 1.82839 1.55178
C 1.41723 2.33631 2.52836
Br 3.22841 1.99364 1.90394
H 0.62675 0.83723 1.17960
H -0.59242 1.82346 2.00744
H 1.32273 1.80789 3.47330
H 1.34460 3.40467 2.70395
Br 2.98579 -3.41371 0.92967
C 4.78398 -3.67735 1.62491
C 5.06508 -2.78225 2.80024
Br 5.44716 -0.96105 2.22682
H 5.47464 -3.51180 0.80448
H 4.81772 -4.72409 1.91924
H 5.96428 -3.10366 3.30799
H 4.24681 -2.73300 3.50748
Br 3.93045 -4.70491 -3.47068
C 2.82107 -4.36595 -5.03292
C 3.50883 -3.46528 -6.02413
Br 3.49897 -1.61648 -5.42371
H 1.88883 -3.94725 -4.66767
H 2.63279 -5.34280 -5.47223
H 2.97563 -3.46699 -6.97204
H 4.54572 -3.73554 -6.19190
Br -7.34643 0.33120 -0.45566
C -5.75952 0.25939 0.66624
C -5.86951 1.19144 1.84148
Br -5.60730 3.03810 1.28551
H -4.91570 0.49436 0.02769
H -5.68257 -0.77212 1.00082
H -5.08457 0.98571 2.56647
H -6.83540 1.14561 2.33300
Br 4.94389 0.42483 6.33577
C 5.96159 -0.73502 7.52002
C 6.79362 -1.71997 6.74438
Br 5.69901 -3.15698 6.01873
H 5.24791 -1.21794 8.17877
H 6.60053 -0.07246 8.09922
H 7.51830 -2.20636 7.39322
H 7.30764 -1.26392 5.90461
Br -1.92254 5.46738 4.37784
C -2.79352 3.76752 4.01235
C -2.64638 2.81318 5.16784
Br -0.84528 2.07723 5.20999
H -2.35871 3.38325 3.09506
H -3.83854 4.01241 3.83732
H -3.31010 1.95935 5.04947
H -2.82589 3.27689 6.13162
Br 0.32428 1.24130 -4.45366
C -0.66965 2.91018 -4.58354
C -2.15083 2.68294 -4.44058
Br -2.92608 1.92489 -6.05493
H -0.40017 3.36161 -5.53207
H -0.30137 3.53005 -3.76892
H -2.66606 3.62880 -4.28821
H -2.39254 2.00388 -3.62887
*
```

Values from the calculation:
- SMILES string = CC[C@H](F)BC(F)(F)C(F)F.BrCCBr.BrCCBr.BrCCBr.BrCCBr.BrCCBr.BrCCBr.BrCCBr.BrCCBr
- E_tot (a.u.) = -42532.55163
- lowest unoccupied orbital energy (eV) = -0.4
- HOMO level (hartree) = -0.357

DFT (ωB97M-V/def2-TZVPD) results for the ion C6H10N3OS with charge +1 at a distorted geometry.

```
! wB97M-V def2-TZVPD RIJCOSX def2/J DEFGRID3
* xyz 1 1
C -1.04534 -1.43095 1.10061
C -1.60351 0.57872 -0.51965
C 1.64005 1.67925 0.51189
C -1.64110 -0.87958 -0.28870
C 0.85842 0.69235 -0.23165
C 2.82187 -1.39077 -0.01941
N -0.17693 -0.93266 1.76352
N -0.40417 1.18480 -0.45205
N -2.72295 1.21645 -0.77091
O 1.17961 2.70672 0.93440
S 1.46503 -0.76094 -1.05042
H -1.59018 -2.36432 1.29826
H 2.89202 1.58908 0.53685
H -1.19440 -1.27745 -1.17840
H -2.75977 -1.27096 -0.41605
H 2.61531 -0.93818 0.92658
H 3.76388 -1.24647 -0.55118
H 2.67544 -2.42229 0.11778
H -0.28542 2.13643 -0.28648
H -3.71721 0.92591 -0.73668
H -2.77066 2.20488 -0.68833
*
```

Values from the calculation:
- E_tot (a.u.) = -871.93351
- energy above the lowest of the compared OMol25 structures with the same formula, charge and spin (kJ/mol) = 393.2
- lowest unoccupied orbital energy (spin up / spin down) (eV) = -5.3 / -4.8
- HOMO level (spin up / spin down) (hartree) = -0.493 / -0.434

DFT (ωB97M-V/def2-TZVPD) results for an isolated molecule of C10H11NO2 at a distorted geometry.

```
! wB97M-V def2-TZVPD RIJCOSX def2/J DEFGRID3
* xyz 0 1
C 2.08160 -1.93534 0.63763
C 1.74480 -1.70012 -0.69998
C 1.66558 -1.09803 1.61521
C 0.84068 -0.67244 -0.99257
C 0.77568 -0.00369 1.30954
C 0.42088 0.21413 0.00213
C -2.07250 1.23953 -0.64534
C -2.67798 -0.08148 -0.92147
C -0.54875 1.38105 -0.29302
C -0.10182 2.62678 -0.31790
N -2.71933 -1.04085 -0.07149
O -3.33063 -2.04870 0.01446
O -1.91485 -0.74116 1.08874
H 2.58791 -2.85248 0.84514
H 2.03851 -2.30612 -1.57625
H 1.97681 -1.33447 2.55514
H 0.79643 -0.35593 -2.06580
H 0.54038 0.66943 2.07721
H -2.31379 1.84162 -1.47526
H -2.60192 1.57225 0.35512
H -3.41043 -0.30324 -1.83143
H -0.84675 3.38920 -0.43285
H 0.90845 3.00709 -0.07062
H -1.62486 -1.57088 1.39827
*
```

Values from the calculation:
- SMILES string = C=C(C/C=[N+](/[O-])O)c1ccccc1
- E_tot (a.u.) = -592.70057
- energy above the lowest of the compared OMol25 structures with the same formula, charge and spin (kJ/mol) = 587.3
- lowest unoccupied orbital energy (eV) = 0.8
- HOMO level (hartree) = -0.322

DFT (ωB97M-V/def2-TZVPD) results for a cluster of 12 separate species, C12H48N24O12 in total at a distorted geometry.

```
! wB97M-V def2-TZVPD RIJCOSX def2/J DEFGRID3
* xyz 0 1
C 0.05195 -3.94638 -0.51927
O -0.39105 -2.93581 -1.07843
N -0.71943 -4.88735 0.06449
N 1.34776 -4.28007 -0.69970
H -1.66551 -4.55579 0.19297
H -0.44698 -5.80393 0.35650
H 1.55815 -4.17370 -1.69480
H 1.93762 -4.98422 -0.29429
C 3.91444 1.19146 -0.49208
O 4.17961 0.02898 -0.86824
N 3.98376 1.54584 0.84677
N 3.18174 2.03888 -1.22859
H 3.47150 2.35954 1.14193
H 4.21630 0.74745 1.40755
H 2.96365 1.93905 -2.20355
H 2.85121 2.83469 -0.69031
C 1.35581 5.12543 0.25382
O 2.16202 4.61767 -0.53869
N 0.41706 4.38688 0.88757
N 1.23046 6.46550 0.37634
H 0.09215 4.66814 1.79801
H 0.24795 3.41682 0.65831
H 0.83974 6.99712 1.13210
H 1.82339 7.01736 -0.22124
C -2.95817 4.25067 1.98663
O -3.65401 5.16178 2.43480
N -3.07111 3.74088 0.71986
N -2.01983 3.64632 2.75462
H -3.93385 4.05214 0.30433
H -2.66187 2.84000 0.54244
H -2.07830 3.87817 3.72846
H -1.46478 2.90209 2.36354
C -3.89336 -2.24182 -2.72497
O -4.43595 -2.29273 -3.81557
N -3.91069 -1.14050 -1.91828
N -3.00859 -3.20592 -2.26296
H -3.37707 -1.13347 -1.07379
H -4.54897 -0.41398 -2.19749
H -3.38455 -4.11646 -2.05294
H -2.25202 -2.89204 -1.66246
C -3.75422 -2.98639 4.05212
O -4.86009 -3.29862 3.63016
N -3.09113 -3.62118 5.05545
N -2.96809 -2.01233 3.47098
H -3.49223 -4.44285 5.47022
H -2.15475 -3.30877 5.20178
H -3.17548 -1.75837 2.52187
H -2.14283 -1.69880 3.94322
C -0.67809 -2.15435 -5.30032
O -0.30224 -1.70320 -6.37548
N -0.13041 -1.88111 -4.08708
N -1.64837 -3.12453 -5.17385
H -0.47683 -2.32804 -3.26358
H 0.72598 -1.35410 -4.05959
H -2.06397 -3.28837 -4.27040
H -2.07119 -3.55633 -5.97306
C 4.03242 -3.14684 -2.80332
O 3.50025 -3.67580 -1.82287
N 4.81400 -3.84789 -3.68077
N 4.10322 -1.80095 -2.95347
H 4.93186 -4.80997 -3.41305
H 5.38429 -3.48034 -4.41470
H 3.83856 -1.22488 -2.15130
H 4.68438 -1.54484 -3.72356
C -2.49107 0.96531 4.85787
O -1.56717 1.09721 4.05552
N -2.30576 0.95955 6.21531
N -3.79570 0.86062 4.51610
H -3.08540 0.73245 6.80116
H -1.36268 0.84679 6.54401
H -3.94852 0.52614 3.57848
H -4.50967 0.62734 5.18015
C 2.07791 3.24424 3.83476
O 3.00914 3.19056 3.02437
N 2.20156 3.87600 5.04904
N 0.98428 2.48893 3.62877
H 1.47409 4.03448 5.71693
H 3.14291 4.18619 5.21455
H 1.12114 1.86633 2.84805
H 0.18051 2.52640 4.22651
C 2.05849 0.19514 -4.60140
O 1.78605 0.35476 -3.41574
N 3.29702 0.01366 -5.09680
N 1.12413 0.44152 -5.59634
H 3.45584 0.18870 -6.06914
H 3.99569 0.17368 -4.39114
H 1.35256 0.11890 -6.51845
H 0.16624 0.61613 -5.35708
C 0.01889 0.43115 0.18681
O -0.07818 1.62963 0.47072
N -0.60894 -0.59788 0.80484
N 0.88998 -0.02244 -0.74893
H -1.21320 -0.43414 1.59428
H -0.70145 -1.46803 0.30596
H 0.82178 -0.95360 -1.13487
H 1.55430 0.48444 -1.31704
*
```

Values from the calculation:
- SMILES string = NC(N)=O.NC(N)=O.NC(N)=O.NC(N)=O.NC(N)=O.NC(N)=O.NC(N)=O.NC(N)=O.NC(N)=O.NC(N)=O.NC(N)=O.NC(N)=O
- E_tot (a.u.) = -2703.52794
- energy above the lowest of the compared OMol25 structures with the same formula, charge and spin (kJ/mol) = 349.3
- lowest unoccupied orbital energy (eV) = -0.3
- HOMO level (hartree) = -0.326